(1)
This record from the Open Molecules 2025 dataset describes a structure of composition C4H6N2O. The level of theory is the ωB97M-V functional and the def2-TZVPD basis.

Each line ends with the natural charge from an NBO analysis.
CARTESIAN COORDINATES (ANGSTROEM)
1 C -1.37970 -0.22414 -0.07342  0.559
2 C -0.57756 0.97334 -0.26243  -0.509
3 C 0.89386 0.60006 -0.30420  -0.132
4 C 1.31241 -0.13605 0.79828  -0.279
5 H -0.67796 2.02416 0.25481  0.269
6 H -0.64514 1.39155 -1.38380  0.247
7 H 1.59410 1.00986 -1.09439  0.249
8 H 2.40959 -0.44819 1.14951  0.250
9 H 0.44304 -0.43203 1.58781  0.224
10 H -0.93063 -2.43400 0.09096  0.420
11 N 0.85352 -1.03428 -0.62718  -0.218
12 N -0.66575 -1.18858 -0.40068  -0.437
13 O -2.62978 -0.10169 0.26473  -0.642

Forces on atoms 1 to 2 (eV/Å):
-7.607 5.198 2.463
2.769 6.263 -3.599

HOMO   -0.343 Ha



(2)
This record from the Open Molecules 2025 dataset describes a cluster of 2 separate species, C4H13NO in total. The level of theory is the ωB97M-V functional and the def2-TZVPD basis.

Each line ends with the natural charge from an NBO analysis.
CARTESIAN COORDINATES (ANGSTROEM)
1 C 1.22593 -1.41334 -1.81472  -0.623
2 C 1.10088 -0.34280 -0.74354  -0.218
3 N -0.28201 -0.08732 -0.30538  -0.653
4 C -0.71578 1.30750 -0.50015  -0.218
5 C -1.73359 1.72190 0.58257  -0.615
6 H 2.26586 -1.42676 -2.15825  0.218
7 H 0.66584 -1.14909 -2.71794  0.202
8 H 0.88744 -2.39161 -1.47093  0.204
9 H 1.68381 -0.60436 0.11844  0.192
10 H 1.57566 0.56343 -1.13214  0.179
11 H -0.89589 -0.70856 -0.81576  0.355
12 H 0.14847 1.91564 -0.28938  0.189
13 H -1.10163 1.52197 -1.49946  0.174
14 H -1.77180 2.78133 0.83533  0.212
15 H -2.73594 1.36202 0.33120  0.197
16 H -1.46007 1.19384 1.49246  0.212
17 H 0.85492 -1.82420 2.32850  0.462
18 H -0.23261 -0.81835 1.91173  0.487
19 O 0.47818 -0.96159 2.55408  -0.955

Forces on atoms 1 to 2 (eV/Å):
0.144 0.366 -0.368
-0.225 0.140 -0.459

HOMO   -0.334 Ha



(3)
This record from the Open Molecules 2025 dataset describes a structure of composition C31H27BrCl2N6ORuSSi. The level of theory is the ωB97M-V functional and the def2-TZVPD basis.

Each line ends with the Mulliken spin population.
CARTESIAN COORDINATES (ANGSTROEM)
1 Ru 1.11240 -0.96185 1.16665  2.615
2 N -1.50798 1.32219 3.85189  0.002
3 C -2.13170 1.97619 2.80765  0.001
4 C -3.17567 2.89241 2.77055  -0.001
5 C -3.57115 3.32891 1.52380  0.002
6 C -2.94732 2.86938 0.35335  -0.001
7 C -1.91472 1.95681 0.38925  -0.004
8 C -1.51275 1.49295 1.64202  0.004
9 N -0.55237 0.56862 2.00329  0.080
10 C -0.57882 0.49675 3.31755  -0.010
11 C 0.29052 -0.41290 4.03738  0.030
12 C 0.48420 -0.55446 5.37671  0.000
13 S 1.65464 -1.75805 5.68708  0.003
14 C 1.82241 -2.02287 4.01623  -0.004
15 N 1.05830 -1.26697 3.27375  -0.001
16 H -1.70162 1.45689 4.83053  0.000
17 H -3.65247 3.24458 3.67543  0.000
18 H -4.38386 4.03763 1.44691  0.000
19 H -3.28762 3.25900 -0.59699  0.000
20 H -1.42413 1.61862 -0.51479  0.003
21 H 0.00841 -0.02036 6.18293  0.000
22 H 2.51781 -2.74119 3.60961  0.001
23 Br -4.38716 4.90689 -6.78881  0.023
24 C -4.41459 3.26835 -5.87397  0.118
25 C -3.90959 3.20936 -4.57127  -0.042
26 C -3.92024 2.01865 -3.89042  0.064
27 C -4.41626 0.85514 -4.52005  0.054
28 C -4.97089 0.94205 -5.80952  0.086
29 C -4.95016 2.13777 -6.48831  -0.050
30 N -4.44330 -0.36035 -3.90584  0.329
31 N -3.87386 -0.85900 -2.95177  0.150
32 C -2.61081 -0.82269 -2.50822  0.069
33 C -1.52906 -0.25560 -3.23285  0.003
34 C -0.28253 -0.14776 -2.69234  0.014
35 C -0.01975 -0.61093 -1.37661  0.041
36 O 1.10521 -0.44196 -0.80887  0.036
37 C -1.07469 -1.32934 -0.68412  0.040
38 N -0.74230 -1.88203 0.51030  0.014
39 C -1.63627 -2.62154 1.13780  0.012
40 C -2.91755 -2.84542 0.62619  0.004
41 C -3.28271 -2.25850 -0.56021  0.023
42 C -2.34483 -1.46937 -1.24836  0.024
43 H -3.51593 4.10293 -4.10737  -0.001
44 H -3.54874 1.96431 -2.87518  0.020
45 H -5.38765 0.05142 -6.25998  -0.002
46 H -5.35465 2.21113 -7.48767  0.000
47 H -1.71030 0.10365 -4.23764  -0.001
48 H 0.53466 0.30143 -3.24021  -0.001
49 H -1.32543 -3.07407 2.07153  -0.001
50 H -3.60509 -3.47915 1.16748  0.000
51 H -4.26056 -2.41187 -0.99570  -0.001
52 Cl 2.18498 -3.60153 1.01494  0.062
53 C 2.70511 -3.58758 -0.68838  0.000
54 Cl 1.32149 -3.75155 -1.77686  0.000
55 H 3.35246 -4.44323 -0.83769  0.003
56 H 3.20779 -2.64503 -0.87985  0.000
57 C 6.29096 -1.72360 2.60136  0.019
58 Si 6.02637 -0.17617 1.53322  -0.014
59 C 6.79903 -0.37351 -0.17213  0.010
60 C 6.69256 1.32175 2.44686  0.008
61 C 4.17099 -0.18922 1.36100  0.449
62 C 2.95668 -0.37889 1.32715  -0.282
63 H 7.35404 -1.96276 2.65224  0.001
64 H 5.76237 -2.58813 2.19717  -0.001
65 H 5.93508 -1.54110 3.61681  -0.001
66 H 7.88592 -0.37225 -0.07792  0.001
67 H 6.51911 0.45134 -0.82857  -0.001
68 H 6.50386 -1.30734 -0.65144  0.000
69 H 7.72592 1.13773 2.74350  0.001
70 H 6.11598 1.53050 3.34867  0.000
71 H 6.67778 2.21480 1.82112  0.000

Forces on atoms 1 to 2 (eV/Å):
0.995 0.620 0.387
0.110 -0.077 0.171

Multiplicity   5
HOMO (spin up / spin down)   -0.470 / -0.500 Ha
Charge   +2



Which strongest force on any atom belongs to each record? In order, 0.2286; 0.0252; 0.0240 hartree/bohr.
Which relative energy (zero: lowest compared OMol25 entry of this formula, charge and spin) belongs to each record? In order, 641.2; 58.2; 22.1 kJ/mol.
Which E_tot belongs to each record? In order, -340.55070; -290.17477; -5877.67899 Eh.